Entry 1:
This record from the Open Molecules 2025 dataset describes 2 unconnected molecules or ions with the total composition C3H11NO2. The level of theory is ωB97M-V/def2-TZVPD.

Calculated values
HOMO level = -8.790 eV
HOMO-LUMO gap = 9.5 eV
Energy above the lowest of the compared OMol25 structures with the same formula, charge and spin = 62.1 kcal/mol
Total energy = -8871.7964 eV

Structure (XYZ):
```
17
Properties=species:S:1:pos:R:3:forces:R:3:nbo_charge:R:1
H -2.4542 0.4338 0.3770 1.6107 -0.3486 0.9757 0.16
O 0.7628 1.8023 -0.2190 -1.2195 -2.7680 1.0661 -0.73
H 1.3004 -0.2100 -0.5786 -2.3020 0.4731 1.1648 0.18
C -1.8875 0.1604 1.3546 0.0828 2.9983 -0.9043 -0.20
H 0.3249 -0.2050 1.9654 -0.4844 0.7227 -0.0186 0.22
H -0.4663 0.2911 -0.9497 0.2554 -0.3941 -0.0735 0.17
C -0.3336 -0.3013 1.0888 -1.2622 1.5289 0.7353 -0.44
N -2.7890 -0.6750 2.1269 -2.9432 -3.0601 2.1437 -0.92
H -3.8362 -0.4697 2.3308 2.8370 1.1762 -0.8611 0.38
H -0.4243 -1.3481 1.0768 0.2539 -1.6805 -1.0861 0.22
H 4.4878 -0.3733 -2.9270 0.0448 -0.0133 -0.3616 0.47
H -1.7518 1.1996 1.9076 -0.6443 -2.0725 -0.9390 0.20
C 0.3116 0.3128 -0.1790 1.6371 0.4148 -0.9235 -0.08
H 0.5950 1.8652 -1.1545 0.2305 0.9832 -0.5031 0.46
H -2.9885 -1.7295 2.0480 1.9533 2.0249 -0.7803 0.37
H 4.6535 -0.7629 -4.4518 -0.3442 1.6402 1.5573 0.47
O 4.4955 0.0096 -3.8162 0.2945 -1.6252 -1.1915 -0.94
```
Positions in Å, forces in eV/Å.



Entry 2:
This record from the Open Molecules 2025 dataset describes 3 unconnected molecules or ions with the total composition C3H11NO2. The level of theory is ωB97M-V/def2-TZVPD.

Calculated values
HOMO level = -8.392 eV
HOMO-LUMO gap = 8.9 eV
Energy above the lowest of the compared OMol25 structures with the same formula, charge and spin = 56.9 kcal/mol
Total energy = -8872.0239 eV

Structure (XYZ):
```
17
Properties=species:S:1:pos:R:3:forces:R:3:nbo_charge:R:1
H -0.3399 2.9124 1.9675 0.0706 0.6060 0.9062 0.21
H 0.1173 2.3089 -1.5126 0.7018 -0.2765 0.3974 0.20
C 0.9962 1.9883 -0.9234 1.9587 1.5834 -0.7522 -0.53
N 1.9081 1.7077 1.3351 -0.1748 -0.0651 -2.7271 -0.88
O -3.8616 -1.2700 -0.4383 0.7657 -2.2512 0.5232 -0.95
C 1.0682 2.3611 0.3701 -1.4913 -1.2321 1.2088 0.21
C -0.2763 2.7024 0.9321 -1.8617 1.0229 -1.6205 -0.66
H -0.7489 1.7637 0.7726 -0.6889 -1.0925 0.6424 0.23
O 1.1367 -5.8025 -0.9274 -2.0119 1.5654 -1.6263 -0.92
H 2.0325 0.8284 0.8572 1.1092 -0.2679 1.2413 0.40
H 1.2230 -5.5965 -1.8882 0.7976 -0.6467 0.7460 0.46
H 0.2578 -5.3229 -0.8764 1.2092 -0.9143 0.8827 0.46
H -1.0007 3.3158 0.2784 1.6242 -0.0756 1.1082 0.21
H 2.2202 1.8930 2.2786 -0.5213 0.3103 -0.6147 0.41
H -4.7512 -0.9895 -0.4731 -1.1099 0.9764 -0.1975 0.47
H -3.2353 -0.6013 -0.6288 0.3553 1.2740 -0.3286 0.47
H 1.9396 1.8027 -1.4685 -0.7326 -0.5163 0.2107 0.20
```
Positions in Å, forces in eV/Å.



Entry 3:
This record from the Open Molecules 2025 dataset describes 3 unconnected molecules or ions with the total composition C3H11NO2. The level of theory is ωB97M-V/def2-TZVPD.

Calculated values
HOMO level = -8.388 eV
HOMO-LUMO gap = 8.8 eV
Energy above the lowest of the compared OMol25 structures with the same formula, charge and spin = 23.0 kcal/mol
Total energy = -8873.4919 eV

Structure (XYZ):
```
17
Properties=species:S:1:pos:R:3:forces:R:3:nbo_charge:R:1
H -2.3247 0.3144 2.2370 0.2777 -0.0092 0.0512 0.21
H 1.3606 -0.0856 2.7490 -0.3880 0.2903 0.2792 0.20
H 0.3825 0.1274 -0.5827 -0.3872 0.1187 0.0718 0.38
H -2.0012 0.7284 0.4511 -0.4253 0.3894 0.1952 0.18
O 2.1956 0.3450 -4.0955 -0.2942 0.9209 -0.1993 -0.93
O -1.6692 -1.0611 -2.0675 0.2417 0.8811 0.0739 -0.91
H -1.4870 -0.1346 -1.8529 -0.6515 0.0786 -0.3337 0.45
C -1.6182 0.4772 1.4354 -0.4306 -0.3739 -1.4129 -0.51
H -0.9413 -1.4421 -1.5857 0.3385 -0.9902 0.2524 0.46
H 2.5820 1.0871 -4.5871 0.3109 -0.4545 0.0618 0.47
N 0.5565 0.2439 0.3955 0.4197 -0.1373 0.2023 -0.84
H -0.2033 0.0547 3.6336 0.0817 0.1157 -0.2067 0.22
C 0.2909 -0.3644 2.7559 0.9130 0.1346 -0.3496 -0.65
C -0.3424 0.1168 1.4423 0.4515 -0.3487 1.8131 0.19
H 1.3337 0.7374 -3.8959 -0.0344 -0.4679 0.1393 0.46
H 0.3601 -1.4468 2.9222 -0.4853 0.0273 -0.5317 0.22
H 1.5253 0.3024 0.6452 0.0617 -0.1750 -0.1064 0.38
```
Positions in Å, forces in eV/Å.



Entry 4:
This record from the Open Molecules 2025 dataset describes 2 unconnected molecules or ions with the total composition C3H11NO2. The level of theory is ωB97M-V/def2-TZVPD.

Calculated values
HOMO level = -9.746 eV
HOMO-LUMO gap = 10.4 eV
Energy above the lowest of the compared OMol25 structures with the same formula, charge and spin = 29.8 kcal/mol
Total energy = -8873.1965 eV

Structure (XYZ):
```
17
Properties=species:S:1:pos:R:3:forces:R:3:nbo_charge:R:1
H 0.5370 0.8980 -0.8861 -0.2287 0.0960 -0.2222 0.47
H -2.7459 0.3540 -0.5920 0.6720 -0.0872 0.0879 0.18
H 1.9960 1.6192 0.8731 -0.5476 -1.5134 -1.6651 0.16
H 0.9042 -0.3277 1.3528 -0.3739 -0.6521 0.5809 0.35
O 1.4533 0.7068 -1.1148 0.1473 0.1472 1.5699 -0.73
O -1.0459 1.2331 0.3124 -0.0676 -2.4040 -0.7129 -0.76
H -1.3051 0.1143 -1.5691 0.4058 0.4780 0.3160 0.18
C 2.0715 0.6772 0.1759 3.0302 0.1532 1.3155 0.06
C -1.6536 0.1418 -0.5271 -1.1076 1.0385 0.5463 -0.09
H -0.4346 -1.5447 0.1867 -0.0582 0.1642 0.0152 0.22
H 3.1653 0.5524 0.0418 -0.4979 0.7274 -0.8050 0.16
H -1.8973 -1.9666 -0.7546 0.5402 1.0214 1.2703 0.23
N 1.8515 -0.4938 1.0468 -1.2811 0.8193 -0.8939 -0.83
C -1.4721 -1.2495 0.0431 -1.7823 -1.4135 0.9849 -0.64
H 1.8307 -1.3330 0.4573 0.1127 0.3237 0.2561 0.35
H -2.0769 -1.4617 1.0537 1.3777 0.6707 -2.2282 0.22
H -1.1781 2.0802 -0.0998 -0.3410 0.4308 -0.4157 0.48
```
Positions in Å, forces in eV/Å.



Entry 5:
This record from the Open Molecules 2025 dataset describes 2 unconnected molecules or ions with the total composition C3H11NO2. The level of theory is ωB97M-V/def2-TZVPD.

Calculated values
HOMO level (alpha / beta) = -13.689 / -13.689 eV
HOMO-LUMO gap (alpha / beta) = 10.2 / 4.9 eV
Energy above the lowest of the compared OMol25 structures with the same formula, charge and spin = 46.2 kcal/mol
⟨S²⟩ = 0.75
Multiplicity = 2
Total energy = -8864.1094 eV
Charge = +1

Structure (XYZ):
```
17
Properties=species:S:1:pos:R:3:forces:R:3:nbo_charge:R:1
O 0.0173 -4.2674 3.9564 -0.0819 0.3266 -0.1672 -0.94
H 0.9087 0.5123 0.2114 0.0678 0.0410 -0.0198 0.26
H 0.3819 -1.2372 -1.0243 -0.6254 -0.3890 0.4132 0.24
H 1.0436 2.7153 0.6933 0.7121 -0.1541 -0.1098 0.21
H 1.4384 0.7435 -1.3987 -0.7650 0.5844 -0.1276 0.29
H -1.4183 -1.5389 -1.4247 0.2041 0.5741 0.6698 0.29
H 0.4541 -5.0874 4.1907 0.0299 -0.1939 0.0321 0.48
C 0.5589 2.6142 -0.2701 0.5447 0.4270 -0.5136 -0.10
O -0.7184 3.2643 -0.0749 0.5913 -2.1903 -0.8792 -0.66
H -0.3228 -0.9129 -2.5584 -0.1422 0.6601 -0.1787 0.28
H 1.1147 3.1338 -1.0570 -0.2496 0.4412 0.4399 0.21
H -0.6587 -4.5014 3.3128 0.0442 -0.1328 0.1174 0.47
H -1.1831 2.6240 0.4881 -0.4028 0.7301 0.1967 0.46
C -0.5396 -0.8742 -1.4825 -0.1419 0.2048 0.0321 -0.48
C 0.6445 1.0876 -0.6905 -1.7171 0.4050 2.4974 -0.33
H -1.0355 1.1655 -1.8087 -1.4182 0.2104 0.6009 0.42
N -0.6857 0.5589 -1.0628 3.3501 -1.5445 -3.0038 -0.09
```
Positions in Å, forces in eV/Å.



Entry 6:
This record from the Open Molecules 2025 dataset describes 3 unconnected molecules or ions with the total composition C3H11NO2. The level of theory is ωB97M-V/def2-TZVPD.

Calculated values
HOMO level (alpha / beta) = -13.467 / -13.467 eV
HOMO-LUMO gap (alpha / beta) = 9.5 / 4.0 eV
Energy above the lowest of the compared OMol25 structures with the same formula, charge and spin = 55.2 kcal/mol
⟨S²⟩ = 0.76
Multiplicity = 2
Total energy = -8863.7182 eV
Charge = +1

Structure (XYZ):
```
17
Properties=species:S:1:pos:R:3:forces:R:3:nbo_charge:R:1
H 1.1584 2.0060 -1.3826 0.2630 -1.1060 -0.2865 0.40
H -1.8977 0.5498 -0.2712 0.6767 0.1138 -0.1332 0.20
O 1.3191 -3.4341 0.6931 -0.4441 1.3602 -0.8431 -0.93
C -0.6295 1.9986 0.6153 0.4549 0.8183 -0.3514 -0.19
H 1.2090 1.1878 1.4239 -0.4038 -0.2758 -0.0690 0.25
H 0.8921 -3.2985 -0.1848 0.2788 -1.1491 0.3146 0.48
C -1.7908 1.5525 0.1527 -1.0275 -1.5627 -1.1932 -0.21
H 1.1570 -2.5143 0.9569 0.4439 -0.3692 0.8969 0.43
H -0.8133 -2.1345 -1.1577 -0.9029 0.6929 0.0943 0.47
H -2.7900 1.9711 0.0773 0.3674 0.8765 0.9124 0.25
H 0.4521 0.1653 0.1662 -0.1501 0.0539 0.0357 0.25
C 0.6453 1.1909 0.4819 1.0588 -1.1799 1.6710 -0.31
N 1.5690 1.7759 -0.4639 -2.1714 2.7733 -1.0394 -0.29
H 1.9577 2.6967 -0.2190 0.8139 -0.5815 0.6603 0.41
H -1.2938 -3.6238 -0.8178 0.2624 0.7897 -0.1602 0.51
O -0.5934 -3.0492 -1.1784 0.3211 -1.3850 -0.3214 -0.95
H -0.5511 2.9599 1.1079 0.1589 0.1307 -0.1878 0.24
```
Positions in Å, forces in eV/Å.



Entry 7:
This record from the Open Molecules 2025 dataset describes 2 unconnected molecules or ions with the total composition C3H11NO2S. The level of theory is ωB97M-V/def2-TZVPD.

Calculated values
HOMO level = -9.269 eV
HOMO-LUMO gap = 9.8 eV
Energy above the lowest of the compared OMol25 structures with the same formula, charge and spin = 27.2 kcal/mol
Total energy = -19708.3471 eV

Structure (XYZ):
```
18
Properties=species:S:1:pos:R:3:forces:R:3:nbo_charge:R:1
C -0.9123 0.3395 -2.0332 0.0717 2.2138 -0.9557 0.09
H -1.1280 -2.1312 1.8542 0.5282 -0.1709 -0.1982 0.46
N -1.0365 -0.3714 -0.8130 -0.1162 -0.2366 0.9880 -0.64
H 0.0617 -1.4835 0.5948 0.1335 -0.1121 -0.0923 0.18
H 0.1151 0.6183 -2.3078 -0.0687 -0.6965 0.0344 0.17
H -1.3839 1.3305 -1.8624 -0.0266 -0.2087 -0.3428 0.13
H 1.0552 -0.5472 -0.5442 -0.4051 -0.7730 -0.4309 0.22
S 2.1377 1.3749 0.7002 -0.4534 -0.3248 -0.7473 -0.09
O -1.5279 -0.2428 -3.1760 0.5541 -0.2032 0.5327 -0.71
H -2.3405 -0.6426 -2.8602 -0.2047 -0.1673 -0.0345 0.47
C 0.1298 -0.5528 0.0403 1.3896 1.0897 0.0640 -0.23
H 2.7131 1.5658 1.8812 -0.3268 -0.1600 0.5200 0.14
C 0.4573 0.6326 1.0595 0.6017 -0.8486 -1.1160 -0.52
H -2.1002 -2.2221 2.9170 -0.0709 -0.1996 0.6362 0.46
H -0.2392 1.4140 0.7841 -0.3424 0.2317 0.9687 0.21
H 0.4800 0.1933 2.0524 -0.4743 0.6996 0.2281 0.24
H -1.7144 0.1655 -0.2894 -0.2326 -0.4693 0.3236 0.35
O -1.1636 -2.4025 2.7770 -0.5572 0.3359 -0.3780 -0.92
```
Positions in Å, forces in eV/Å.



Entry 8:
This record from the Open Molecules 2025 dataset describes 3 unconnected molecules or ions with the total composition C3H11NO3. The level of theory is ωB97M-V/def2-TZVPD.

Calculated values
HOMO level (alpha / beta) = 0.824 / -6.125 eV
HOMO-LUMO gap (alpha / beta) = 1.7 / 8.6 eV
Energy above the lowest of the compared OMol25 structures with the same formula, charge and spin = 2.6 kcal/mol
⟨S²⟩ = 0.75
Multiplicity = 2
Total energy = -10921.3439 eV
Charge = -1

Structure (XYZ):
```
18
Properties=species:S:1:pos:R:3:forces:R:3:nbo_charge:R:1
C -0.2130 0.1412 2.1497 -0.2660 0.0726 -0.1941 -0.65
H -0.5730 4.3985 0.6767 0.0442 0.0352 0.0929 0.37
H 0.2482 -0.8241 1.9458 0.2098 -0.0036 0.2902 0.20
H -0.3822 0.2757 -1.6697 0.1719 0.4240 -0.0846 0.39
H 0.2240 3.1868 0.2591 0.1750 0.0440 -0.0256 0.31
H -0.2581 0.3899 3.2089 -0.1684 -0.4502 0.1546 0.20
H -2.2719 -0.5950 1.6933 0.1050 -0.4711 0.3789 0.22
C -1.5527 0.1655 -0.0567 0.4823 -1.6480 0.1532 0.62
O 3.3529 -4.4702 -4.0856 -0.1141 0.1974 0.0615 -0.94
H 0.4195 0.9238 1.7545 0.2950 0.1964 -0.2430 0.21
H 3.9848 -4.9851 -3.5793 0.0466 -0.0926 -0.0494 0.47
H -2.1072 1.1080 1.7552 0.2113 0.0754 0.0089 0.23
H 3.3006 -4.8733 -4.9548 0.0707 -0.1047 -0.0153 0.47
N -0.4505 0.5859 -0.7141 -0.6792 -0.2648 0.1851 -0.94
O -2.4291 -0.4688 -0.6391 -0.2490 0.4731 -0.1341 -0.68
O 0.0124 3.7160 1.0552 -0.1764 0.0098 0.0030 -1.27
H 0.2649 1.1319 -0.2697 0.3610 0.1748 -0.1490 0.33
C -1.5698 0.1935 1.4706 -0.5196 1.3325 -0.4331 -0.52
```
Positions in Å, forces in eV/Å.



Going through the records in order, we get largest force on an atom values of 4.76; 3.02; 1.90; 3.31; 4.76; 3.67; 2.41; 1.72 eV Å⁻¹.